ORCA calculation (ωB97M-V/def2-TZVPD) on the molecule C28H27N5O4.

```
64
Properties=species:S:1:pos:R:3:nbo_charge:R:1
C 2.149 1.568 7.182 -0.2498
O 1.069 0.782 6.750 -0.4835
C 1.247 -0.015 5.657 0.2360
C 2.405 -0.095 4.904 -0.2878
C 2.479 -0.944 3.807 -0.2234
C 1.403 -1.733 3.451 -0.0282
C 1.453 -2.622 2.244 -0.4085
C 0.925 -1.891 0.997 -0.2259
N -0.478 -1.536 1.183 -0.4297
C -0.733 -0.126 1.357 -0.2804
C -0.552 0.700 0.125 0.5256
N 0.379 0.611 -0.773 -0.5283
C 0.009 1.550 -1.701 0.2848
C 0.716 1.758 -2.947 -0.0321
C 1.771 0.920 -3.293 -0.1981
C 2.406 1.083 -4.510 -0.2055
C 1.996 2.080 -5.379 -0.2048
C 0.949 2.921 -5.032 -0.2102
C 0.307 2.764 -3.821 -0.1915
N -1.080 2.187 -1.357 -0.1499
O -1.455 1.640 -0.170 -0.2717
C -1.410 -2.218 0.306 -0.2768
C -1.247 -1.847 -1.131 0.5179
N -1.930 -0.978 -1.807 -0.5086
C -1.294 -0.953 -3.021 0.2819
C -1.670 -0.067 -4.102 -0.0411
C -0.981 -0.113 -5.312 -0.1836
C -1.315 0.766 -6.323 -0.2137
C -2.331 1.690 -6.134 -0.2003
C -3.019 1.734 -4.933 -0.2181
C -2.694 0.857 -3.915 -0.1830
N -0.286 -1.786 -3.071 -0.1470
O -0.247 -2.376 -1.847 -0.2812
C 0.233 -1.656 4.205 -0.3169
C 0.136 -0.810 5.294 0.3330
O -0.970 -0.666 6.078 -0.4955
C -2.108 -1.427 5.765 -0.2494
H 2.450 2.298 6.423 0.1736
H 1.793 2.096 8.065 0.2006
H 3.013 0.952 7.454 0.1744
H 3.265 0.502 5.161 0.2203
H 3.394 -0.986 3.235 0.2096
H 2.480 -2.935 2.049 0.2124
H 0.844 -3.511 2.412 0.2042
H 1.519 -0.993 0.816 0.2144
H 1.041 -2.540 0.127 0.2101
H -1.763 0.015 1.697 0.2255
H -0.059 0.239 2.139 0.2493
H 2.071 0.142 -2.608 0.2362
H 3.221 0.429 -4.782 0.2143
H 2.493 2.204 -6.331 0.2125
H 0.632 3.697 -5.712 0.2152
H -0.516 3.400 -3.535 0.2329
H -1.251 -3.294 0.416 0.2258
H -2.429 -1.968 0.610 0.2314
H -0.188 -0.834 -5.434 0.2313
H -0.780 0.734 -7.261 0.2151
H -2.586 2.379 -6.927 0.2125
H -3.809 2.455 -4.788 0.2159
H -3.214 0.883 -2.971 0.2371
H -0.603 -2.269 3.912 0.2238
H -1.909 -2.501 5.841 0.1748
H -2.484 -1.199 4.762 0.1708
H -2.859 -1.148 6.503 0.2012
```

## Properties
**SMILES**: COc1ccc(CCN(Cc2nc(-c3ccccc3)no2)Cc2nc(-c3ccccc3)no2)cc1OC
**Calculated total energy**: -1657.8584 a.u.
**Energy above the lowest of the compared OMol25 structures with the same formula, charge and spin**: 82.7 kcal/mol
**Charge**: 0
**HOMO-LUMO gap**: 8.5 eV


ORCA calculation (ωB97M-V/def2-TZVPD) on C37H35ClN2NdS2Si2 as an isolated structure.

```
80
Properties=species:S:1:pos:R:3:mulliken_spin:R:1
C -2.388 -4.801 1.126 -0.0070
C -1.403 -4.571 0.124 -0.0029
C -0.269 -3.962 0.750 -0.0024
H -1.483 -4.876 -0.917 -0.0007
C -0.560 -3.814 2.144 0.0045
C -1.867 -4.343 2.368 -0.0122
H -2.371 -4.440 3.331 -0.0005
H -3.345 -5.299 0.979 0.0020
H 0.680 -3.727 0.261 0.0008
H 0.117 -3.428 2.900 0.0013
Nd -2.231 -2.274 0.922 3.0536
Si 1.076 4.535 -0.091 -0.0001
C 1.528 4.838 -1.862 -0.0001
C 1.531 6.108 -2.459 0.0000
H 1.260 6.990 -1.872 0.0000
C 1.917 6.257 -3.798 -0.0001
H 1.940 7.253 -4.259 0.0000
C 2.285 5.133 -4.558 0.0000
H 2.568 5.241 -5.615 0.0000
C 2.316 3.867 -3.955 0.0000
H 2.641 2.988 -4.526 0.0000
C 1.943 3.725 -2.618 0.0000
H 1.992 2.738 -2.153 0.0000
C 2.620 4.756 0.911 0.0001
C 3.912 4.772 0.346 0.0000
H 4.033 4.853 -0.739 0.0000
C 5.053 4.698 1.162 0.0000
H 6.047 4.642 0.707 0.0000
C 4.921 4.728 2.560 0.0000
H 5.810 4.663 3.195 0.0000
C 3.644 4.880 3.128 0.0000
H 3.546 4.973 4.214 0.0000
C 2.512 4.940 2.305 0.0000
H 1.530 5.144 2.738 0.0000
H 0.693 3.115 -0.136 -0.0002
Si -0.017 -0.239 0.018 -0.0238
C 1.346 -0.352 1.282 -0.0001
C 2.654 -0.603 0.800 -0.0023
H 2.842 -0.568 -0.280 -0.0003
C 3.686 -0.918 1.690 0.0011
H 4.673 -1.165 1.283 0.0001
C 3.424 -0.975 3.062 -0.0025
H 4.243 -1.154 3.751 -0.0003
C 2.117 -0.839 3.555 0.0021
H 1.892 -1.041 4.604 0.0001
C 1.091 -0.501 2.671 0.0000
H 0.070 -0.362 3.049 -0.0017
C 0.524 -0.330 -1.762 0.0024
C 0.890 -1.652 -2.134 -0.0095
H 0.875 -2.449 -1.379 0.0011
C 1.314 -1.950 -3.427 0.0003
H 1.585 -2.980 -3.673 0.0000
C 1.399 -0.919 -4.371 -0.0015
H 1.790 -1.132 -5.361 -0.0001
C 0.993 0.382 -4.057 0.0007
H 1.058 1.188 -4.800 0.0001
C 0.481 0.658 -2.782 -0.0009
H 0.089 1.654 -2.552 0.0000
H -0.094 5.291 0.457 0.0000
Cl -1.297 1.368 0.296 -0.0001
C -2.638 -3.241 -2.815 0.0005
C -3.842 -3.395 -1.936 0.0025
N -3.950 -2.984 -0.675 -0.0008
C -5.232 -3.216 -0.131 -0.0031
C -6.114 -3.718 -1.061 -0.0009
S -5.376 -3.987 -2.604 -0.0001
C -5.445 -3.019 1.300 0.0025
C -6.550 -3.285 2.072 -0.0008
S -6.245 -3.102 3.772 0.0001
C -4.618 -2.593 3.383 -0.0008
N -4.360 -2.571 2.077 -0.0026
C -3.619 -2.190 4.408 0.0025
H -2.734 -3.966 -3.648 0.0000
H -2.628 -2.232 -3.265 0.0003
H -1.692 -3.421 -2.266 -0.0006
H -7.149 -3.922 -0.840 0.0001
H -7.499 -3.592 1.661 0.0001
H -4.128 -2.008 5.370 0.0001
H -2.894 -3.011 4.573 0.0001
H -3.115 -1.262 4.072 -0.0002
```

## Properties
**Calculated total energy**: -3937.2557 a.u.
**Energy above the lowest of the compared OMol25 structures with the same formula, charge and spin**: 46.9 kcal/mol
**Charge**: +1
**2S+1**: 4
**HOMO-LUMO gap (alpha / beta)**: 5.5 / 5.4 eV


ORCA calculation (ωB97M-V/def2-TZVPD) on the molecule C5H7NO.

```
14
Properties=species:S:1:pos:R:3:nbo_charge:R:1
O 2.025 -1.585 -0.561 -0.6940
C 2.380 -0.220 -0.431 -0.1338
C 1.179 0.599 -0.214 -0.0401
C 0.040 0.982 -0.094 -0.0240
C -1.398 1.093 0.029 -0.1652
C -2.062 -0.239 -0.025 -0.2310
N -2.044 0.524 1.214 -0.5591
H 1.542 -1.833 0.239 0.4652
H 3.111 -0.073 0.376 0.1868
H 2.864 0.057 -1.371 0.2103
H -1.888 1.972 -0.380 0.2269
H -1.382 -1.084 -0.132 0.1985
H -3.028 -0.360 -0.504 0.2032
H -1.339 0.167 1.854 0.3561
```

## Properties
**SMILES**: OCC#C[C@H]1CN1
**Calculated total energy**: -324.5940 a.u.
**Energy above the lowest of the compared OMol25 structures with the same formula, charge and spin**: 81.9 kcal/mol
**Charge**: 0
**HOMO-LUMO gap**: 10.0 eV


ORCA calculation (ωB97M-V/def2-TZVPD) on an isolated ion of composition C4H9N2O2 and charge +1.

```
17
Properties=species:S:1:pos:R:3:nbo_charge:R:1
C -1.049 -2.122 0.460 -0.2525
O -1.069 -0.766 -0.095 -0.4825
C -0.036 0.001 0.136 0.3491
N -0.002 0.668 1.560 -0.7352
C 0.291 1.160 -0.919 -0.2583
N 1.718 0.713 -0.908 -0.6085
C 1.493 -0.393 -0.079 0.6310
O 2.210 -1.090 0.561 -0.5058
H -1.743 -2.267 1.229 0.2053
H -0.043 -2.167 0.886 0.1902
H -1.106 -2.814 -0.333 0.2256
H -0.107 1.668 1.479 0.4443
H 0.866 0.475 2.094 0.4635
H -0.863 0.328 2.034 0.4528
H -0.251 0.924 -1.881 0.2270
H 0.196 2.174 -0.876 0.2222
H 2.271 0.693 -1.751 0.4319
```

## Properties
**SMILES**: CO[C@]1([NH3+])CNC1=O
**Calculated total energy**: -417.4907 a.u.
**Energy above the lowest of the compared OMol25 structures with the same formula, charge and spin**: 56.9 kcal/mol
**Charge**: +1
**HOMO-LUMO gap**: 10.8 eV


ORCA calculation (ωB97M-V/def2-TZVPD) on a 2-piece molecular cluster, C8H12O overall.

```
21
Properties=species:S:1:pos:R:3:nbo_charge:R:1
C -2.177 1.347 -0.221 -0.2218
C -1.684 2.040 0.885 -0.2168
C -0.337 2.401 0.938 -0.2157
C 0.516 2.070 -0.115 -0.2128
C 0.023 1.377 -1.221 -0.2183
C -1.324 1.016 -1.274 -0.2087
H -3.237 1.063 -0.263 0.2148
H -2.355 2.301 1.714 0.2149
H 0.051 2.946 1.809 0.2152
H 1.576 2.354 -0.073 0.2174
H 0.694 1.116 -2.050 0.2173
H -1.712 0.470 -2.145 0.2132
C 1.269 -2.761 -0.821 -0.2519
O 1.889 -1.948 0.155 -0.5386
C 1.031 -1.758 1.262 -0.2540
H 1.976 -2.878 -1.659 0.1916
H 0.342 -2.301 -1.204 0.1651
H 1.026 -3.761 -0.423 0.1634
H 0.094 -1.255 0.968 0.1712
H 0.778 -2.715 1.749 0.1618
H 1.559 -1.121 1.991 0.1930
```

## Properties
**SMILES**: c1ccccc1.COC
**Calculated total energy**: -387.2363 a.u.
**Energy above the lowest of the compared OMol25 structures with the same formula, charge and spin**: 16.7 kcal/mol
**Charge**: 0
**HOMO-LUMO gap**: 10.4 eV


ORCA calculation (ωB97M-V/def2-TZVPD) on C16H26IrN4O6S2 as an isolated structure.

```
55
Properties=species:S:1:pos:R:3:nbo_charge:R:1
Ir -0.168 0.136 0.255 1.3685
C 0.598 -0.904 3.017 -0.2535
O 0.857 -1.099 1.604 -0.5274
C 2.292 -1.200 1.364 -0.0983
C 2.553 -1.300 -0.116 -0.1104
O 2.311 -0.059 -0.759 -0.5534
C 3.431 0.826 -0.717 -0.2464
H 1.034 -1.746 3.551 0.2018
H -0.478 -0.884 3.152 0.2110
H 1.031 0.038 3.354 0.2168
H 2.647 -2.083 1.896 0.2122
H 2.757 -0.306 1.787 0.2084
H 1.877 -2.025 -0.566 0.2293
H 3.579 -1.637 -0.284 0.2098
H 4.329 0.301 -1.048 0.1866
H 3.578 1.246 0.278 0.1933
H 3.224 1.635 -1.412 0.1941
C -0.468 3.999 1.277 -0.9011
S 0.407 2.564 1.786 2.4036
O 0.947 2.816 3.083 -0.9231
O 1.359 2.168 0.739 -1.0186
O -0.615 1.432 1.781 -0.9863
H 0.256 4.805 1.178 0.2620
H -1.183 4.239 2.062 0.2658
H -0.989 3.787 0.348 0.2401
N 0.906 -0.066 -5.314 -0.4182
C 0.207 -0.577 -4.549 0.4105
N -0.681 -1.146 -3.727 -0.6407
C -0.401 -1.129 -2.488 0.6430
N -0.229 -1.184 -1.326 -0.6765
C -4.183 -2.037 1.529 -0.1195
C -3.065 -2.778 1.185 -0.2241
C -1.916 -2.121 0.796 0.0542
N -1.860 -0.780 0.762 -0.3703
C -2.939 -0.052 1.087 0.0703
C -4.117 -0.654 1.474 -0.2348
H -5.096 -2.531 1.832 0.2432
H -3.074 -3.858 1.205 0.2477
H -1.021 -2.644 0.498 0.2449
H -2.825 1.020 1.030 0.2425
H -4.968 -0.038 1.727 0.2477
O -1.022 1.514 -1.023 -0.9140
S -0.166 1.735 -2.328 1.2169
C 0.611 3.368 -2.199 -0.5740
C 0.172 4.134 -3.443 -0.4169
C -1.307 3.803 -3.626 -0.4130
C -1.394 2.284 -3.543 -0.5774
H 1.683 3.233 -2.087 0.2578
H 0.216 3.810 -1.288 0.2437
H 0.742 3.805 -4.314 0.2301
H 0.354 5.200 -3.312 0.2445
H -1.690 4.153 -4.583 0.2475
H -1.903 4.264 -2.837 0.2133
H -1.104 1.803 -4.478 0.2706
H -2.344 1.871 -3.208 0.2662
```

## Properties
**Calculated total energy**: -2196.1704 a.u.
**Energy above the lowest of the compared OMol25 structures with the same formula, charge and spin**: 22.6 kcal/mol
**Charge**: +1
**HOMO-LUMO gap**: 8.5 eV